Entry 1:
Formula: C27H53NO5S5Si2TeZr
Source: the Open Molecules 2025 dataset
Level of theory: ωB97M-V/def2-TZVPD

Results
Lowest unoccupied orbital energy, hartree: -0.433
Total charge: +4
E_HOMO, eV: -19.42

CARTESIAN COORDINATES (ANGSTROEM)
Zr -1.45 -0.19 1.08
C -4.95 0.73 -0.04
C -4.03 1.05 -1.20
S -2.41 1.69 -0.71
C -2.71 3.37 -0.12
C -1.35 4.00 0.14
S -0.22 2.95 1.09
C -0.57 3.48 2.79
C -1.99 3.23 3.28
S -2.41 1.47 3.19
C -4.22 1.52 3.13
C -4.79 0.17 2.73
S -4.20 -0.45 1.13
H -5.87 0.27 -0.40
H -5.22 1.63 0.52
H -4.50 1.79 -1.86
H -3.82 0.17 -1.81
H -3.35 3.37 0.77
H -3.23 3.90 -0.92
H -1.47 4.96 0.65
H -0.85 4.21 -0.81
H -0.35 4.55 2.86
H 0.16 2.98 3.42
H -2.71 3.81 2.71
H -2.08 3.53 4.32
H -4.53 2.31 2.44
H -4.60 1.79 4.12
H -5.88 0.21 2.68
H -4.54 -0.60 3.46
O -1.65 -3.22 4.28
C -1.51 -2.54 3.19
O -1.98 -1.41 3.00
C -0.78 -3.20 2.08
C -0.44 -4.54 1.99
C -0.02 -5.01 0.74
C 0.00 -4.15 -0.36
C -0.33 -2.81 -0.15
N -0.68 -2.36 1.05
C -0.63 -1.79 -1.23
O -0.83 -2.27 -2.48
O -1.69 -1.02 -0.72
H -2.20 -2.76 4.94
H -0.55 -5.20 2.83
H 0.23 -6.05 0.61
H 0.25 -4.50 -1.35
H -1.64 -2.81 -2.53
C 0.53 -0.49 5.24
C 1.59 0.19 4.39
S 1.68 -0.44 2.71
O 0.39 0.10 1.97
C 3.00 0.60 2.04
C 4.13 -0.22 1.43
H 0.59 -0.07 6.25
H 0.72 -1.56 5.32
H -0.47 -0.30 4.86
H 2.60 -0.01 4.75
H 1.47 1.27 4.31
H 3.35 1.23 2.86
H 2.49 1.25 1.32
H 4.61 -0.86 2.17
H 4.88 0.47 1.05
H 3.78 -0.85 0.61
C 2.16 2.73 -3.03
Si 0.75 2.14 -4.11
C 1.27 1.73 -5.84
C -0.68 3.34 -4.05
C 0.05 0.47 -3.39
Te 0.84 -0.09 -1.53
C 2.71 -0.74 -2.28
Si 3.33 -2.57 -2.31
C 2.31 -3.51 -3.54
C 3.19 -3.26 -0.57
C 5.10 -2.37 -2.83
H 2.26 3.81 -3.13
H 3.12 2.30 -3.32
H 2.02 2.55 -1.96
H 1.55 2.64 -6.38
H 0.46 1.26 -6.39
H 2.14 1.07 -5.86
H -0.37 4.31 -4.43
H -1.05 3.49 -3.03
H -1.51 2.99 -4.66
H 0.31 -0.40 -4.01
H -1.03 0.50 -3.28
H 3.44 -0.13 -1.74
H 2.66 -0.36 -3.30
H 1.23 -3.43 -3.36
H 2.57 -4.57 -3.53
H 2.50 -3.15 -4.56
H 2.47 -2.74 0.07
H 4.15 -3.21 -0.06
H 2.90 -4.31 -0.59
H 5.19 -1.87 -3.79
H 5.57 -3.35 -2.93
H 5.67 -1.81 -2.09


Entry 2:
Formula: C2H7O6P
Source: the Open Molecules 2025 dataset
Level of theory: ωB97M-V/def2-TZVPD

Results
Energy relative to the best compared isomer or geometry (same formula, charge and spin), eV: 0.0000
SMILES string: O=P(O)(O)O.CC(=O)O
Lowest unoccupied orbital energy, hartree: 0.015
Total charge: 0
E_HOMO, eV: -10.92

CARTESIAN COORDINATES (ANGSTROEM)
O 1.31 0.65 3.03
O -0.86 0.24 3.49
C 0.46 0.33 3.83
C 0.67 -0.02 5.27
H -0.90 0.49 2.53
H 1.74 0.06 5.52
H 0.34 -1.05 5.47
H 0.11 0.67 5.92
O -1.87 1.05 0.05
O 0.68 1.10 -0.49
O -0.66 3.13 -0.94
O -0.92 1.14 -2.38
P -0.81 1.55 -0.84
H 0.79 1.01 0.50
H -1.55 3.57 -0.85
H -1.32 0.23 -2.46


Entry 3:
Formula: C26H20NPReS4Sb
Source: the Open Molecules 2025 dataset
Level of theory: ωB97M-V/def2-TZVPD

Results
Energy relative to the best compared isomer or geometry (same formula, charge and spin), eV: 2.6345
Lowest unoccupied orbital energy (spin up / spin down), hartree: -0.323 / -0.323
Total charge: +2
E_HOMO (spin up / spin down), eV: -14.43 / -14.43

CARTESIAN COORDINATES (ANGSTROEM)
Re -0.08 1.26 1.87
C -5.22 -2.24 1.56
C -4.65 -1.32 2.44
C -3.45 -0.72 2.13
C -2.81 -1.05 0.94
C -3.37 -1.98 0.06
C -4.58 -2.57 0.38
P -1.39 -0.11 0.36
C -0.57 -1.01 -0.95
C -0.08 -2.30 -0.68
C 0.49 -3.03 -1.70
C 0.60 -2.49 -2.97
C 0.13 -1.21 -3.23
C -0.45 -0.46 -2.22
C -2.05 1.53 -0.12
C -2.98 1.95 -1.05
C -3.33 3.30 -1.04
C -2.74 4.19 -0.16
C -1.81 3.76 0.79
C -1.47 2.42 0.81
H -6.17 -2.70 1.80
H -5.16 -1.07 3.36
H -3.00 0.01 2.80
H -2.87 -2.23 -0.87
H -5.03 -3.26 -0.32
H -0.18 -2.71 0.32
H 0.84 -4.03 -1.51
H 1.05 -3.06 -3.76
H 0.19 -0.81 -4.23
H -0.84 0.54 -2.41
H -3.43 1.26 -1.74
H -4.07 3.65 -1.74
H -3.01 5.24 -0.20
H -1.37 4.48 1.47
S 3.28 -1.01 3.52
Sb 2.18 0.80 4.31
S -0.41 0.37 3.84
S 1.86 2.22 1.31
S 1.99 2.75 5.43
C 2.29 1.94 -0.46
C 3.38 0.92 -0.51
C 3.15 -0.36 -0.01
C 4.16 -1.30 -0.02
C 5.41 -0.96 -0.54
C 5.64 0.32 -1.05
C 4.63 1.26 -1.02
C 6.44 -1.93 -0.54
N 7.26 -2.73 -0.54
H 1.39 1.62 -0.99
H 2.62 2.91 -0.83
H 2.18 -0.60 0.41
H 4.00 -2.29 0.38
H 6.61 0.57 -1.46
H 4.80 2.25 -1.41


Entry 4:
Formula: C5H10NP
Source: the Open Molecules 2025 dataset
Level of theory: ωB97M-V/def2-TZVPD

Results
Energy relative to the best compared isomer or geometry (same formula, charge and spin), eV: 3.4643
Lowest unoccupied orbital energy, hartree: 0.038
Total charge: 0
E_HOMO, eV: -8.37

CARTESIAN COORDINATES (ANGSTROEM)
C -0.41 -2.37 -0.55
C -0.19 2.16 -0.59
C 0.24 -1.50 0.22
C 0.11 1.20 0.25
C 1.35 1.38 0.99
N -0.71 0.09 0.57
P -2.35 0.07 0.12
H -0.03 -3.40 -0.59
H -1.35 -2.07 -0.98
H -1.19 2.26 -1.16
H 0.40 2.96 -0.89
H 1.30 -1.53 0.64
H 2.13 0.70 0.66
H 1.24 0.98 2.00
H 1.54 2.35 0.87
H -2.21 -0.70 -1.05
H -2.56 -0.92 1.18


Entry 5:
Formula: C3H4OS2
Source: the Open Molecules 2025 dataset
Level of theory: ωB97M-V/def2-TZVPD

Results
Energy relative to the best compared isomer or geometry (same formula, charge and spin), eV: 1.4890
Lowest unoccupied orbital energy (spin up / spin down), hartree: 0.019 / -0.063
Total charge: 0
E_HOMO (spin up / spin down), eV: -6.53 / -8.87
Multiplicity: 3

CARTESIAN COORDINATES (ANGSTROEM)
C -1.77 -1.26 -0.09
C -0.99 -0.24 0.05
C 0.14 0.76 0.14
O -2.35 1.24 0.49
S -3.56 -1.07 0.17
S -3.58 0.89 -0.32
H -1.60 -2.35 -0.11
H 0.05 1.61 -0.71
H 1.19 0.32 0.04
H 0.17 1.16 1.16


Entry 6:
Formula: C15H46N2O7
Source: the Open Molecules 2025 dataset
Level of theory: ωB97M-V/def2-TZVPD

Results
Energy relative to the best compared isomer or geometry (same formula, charge and spin), eV: 2.6718
SMILES string: COC[C@H](C)N.COC[C@H](C)N.CC(C)O.CO.CO.CO.CO
Lowest unoccupied orbital energy, hartree: 0.014
Total charge: 0
E_HOMO, eV: -9.15

CARTESIAN COORDINATES (ANGSTROEM)
C -7.20 11.19 -21.95
C -8.68 11.54 -21.73
C -9.66 10.37 -21.58
O -8.66 12.20 -20.45
H -6.54 12.06 -21.88
H -7.07 10.79 -22.96
H -6.84 10.42 -21.27
H -8.99 12.23 -22.52
H -10.64 10.75 -21.26
H -9.28 9.71 -20.80
H -9.61 9.82 -22.51
H -9.56 12.47 -20.24
C -4.36 4.10 -23.54
C -3.86 3.49 -24.89
C -3.78 4.41 -26.12
O -3.31 3.81 -27.25
C -3.54 4.57 -28.41
N -2.54 2.93 -24.63
H -4.21 3.51 -22.64
H -5.44 4.21 -23.63
H -3.83 5.00 -23.22
H -4.58 2.70 -25.11
H -3.14 5.25 -25.83
H -4.81 4.72 -26.27
H -3.05 5.53 -28.59
H -4.63 4.59 -28.44
H -3.21 3.90 -29.20
H -2.12 2.75 -25.53
H -1.90 3.63 -24.28
C -11.27 3.52 -24.40
C -10.98 2.03 -24.82
C -12.25 1.20 -24.61
O -11.95 -0.19 -24.88
C -11.34 -0.92 -23.80
N -10.46 2.06 -26.22
H -11.38 3.46 -23.32
H -12.21 3.98 -24.72
H -10.34 4.06 -24.57
H -10.17 1.59 -24.23
H -12.85 1.49 -25.47
H -12.70 1.41 -23.64
H -10.26 -0.97 -23.93
H -11.54 -1.98 -23.70
H -11.71 -0.54 -22.85
H -9.48 2.31 -26.20
H -10.48 1.15 -26.66
C 1.59 -2.28 -26.23
O 2.54 -3.09 -26.88
H 0.79 -2.84 -25.73
H 2.12 -1.67 -25.50
H 1.12 -1.54 -26.87
H 2.14 -3.96 -26.95
C -3.15 -3.74 -21.79
O -3.58 -2.49 -21.28
H -3.84 -4.57 -21.64
H -2.87 -3.68 -22.84
H -2.26 -4.09 -21.27
H -3.08 -1.79 -21.71
C -7.45 1.31 -16.56
O -7.60 0.82 -17.88
H -8.28 1.27 -15.86
H -6.73 0.65 -16.09
H -7.08 2.33 -16.59
H -6.78 0.43 -18.18
C 4.03 2.43 -20.24
O 3.41 3.48 -21.01
H 4.83 1.94 -20.79
H 4.42 2.73 -19.27
H 3.31 1.66 -19.95
H 4.18 3.81 -21.49


Entry 7:
Formula: C3H9NO
Source: the Open Molecules 2025 dataset
Level of theory: ωB97M-V/def2-TZVPD

Results
Energy relative to the best compared isomer or geometry (same formula, charge and spin), eV: 2.5685
SMILES string: C=CN.CO
Lowest unoccupied orbital energy, hartree: 0.038
Total charge: 0
E_HOMO, eV: -8.56

CARTESIAN COORDINATES (ANGSTROEM)
C 4.03 2.23 -1.40
O 3.62 3.41 -0.63
H 3.14 1.61 -1.30
H 4.86 1.71 -0.95
H 4.31 2.65 -2.36
C -2.88 -1.92 0.40
C -3.09 -3.03 1.14
N -2.80 -0.61 0.81
H -3.29 -2.12 -0.60
H -3.17 -3.96 0.59
H -2.68 -3.24 2.13
H -3.53 -0.01 0.45
H 4.38 3.73 -0.09
H -2.90 -0.47 1.81


Entry 8:
Formula: C18H18F5FeN3OS2
Source: the Open Molecules 2025 dataset
Level of theory: ωB97M-V/def2-TZVPD

Results
Energy relative to the best compared isomer or geometry (same formula, charge and spin), eV: 0.8940
Lowest unoccupied orbital energy (spin up / spin down), hartree: -0.153 / -0.206
Total charge: +1
E_HOMO (spin up / spin down), eV: -11.44 / -11.41
Multiplicity: 6

CARTESIAN COORDINATES (ANGSTROEM)
Fe -0.06 0.39 0.22
C 4.60 0.82 3.93
S 3.76 -0.63 3.27
C 2.31 0.12 2.60
S 2.77 0.66 1.06
N 1.18 0.08 3.20
N 0.13 0.47 2.39
C -0.91 0.90 2.99
C -2.12 1.19 2.20
C -3.30 1.58 2.81
C -4.42 1.77 2.01
C -4.32 1.56 0.65
C -3.10 1.17 0.12
N -2.02 1.00 0.87
H 5.53 0.46 4.36
H 3.99 1.28 4.72
H 4.81 1.53 3.14
H -0.92 1.02 4.07
H -3.33 1.72 3.88
H -5.36 2.07 2.46
H -5.18 1.69 0.00
H -2.99 0.99 -0.94
C 0.14 1.49 -2.53
C 0.42 2.72 -1.71
O 0.49 2.34 -0.31
C 0.85 3.43 0.57
C -0.33 4.35 0.84
H 0.03 1.76 -3.58
H -0.80 1.01 -2.24
H 0.95 0.76 -2.46
H -0.36 3.47 -1.83
H 1.38 3.17 -1.98
H 1.68 3.96 0.11
H 1.20 2.96 1.48
H -0.66 4.86 -0.06
H -0.03 5.11 1.56
H -1.17 3.79 1.26
F -1.90 -1.16 -1.44
C -1.00 -2.07 -0.95
C 0.12 -1.60 -0.29
C 0.96 -2.61 0.16
F 2.08 -2.31 0.85
C 0.72 -3.95 -0.03
F 1.57 -4.87 0.43
C -0.42 -4.36 -0.72
F -0.66 -5.64 -0.91
C -1.30 -3.40 -1.19
F -2.40 -3.76 -1.84